# 1
Molecular formula: C55H60N3O6PbS2Si
Method: DFT, ωB97M-V/def2-TZVPD

Geometry as XYZ:
```
128
Properties=species:S:1:pos:R:3
Pb 0.747 -0.057 -0.121
C 2.938 4.215 -0.911
Si 2.666 2.501 -1.664
C 3.851 2.224 -3.134
C 0.941 2.561 -2.478
N 2.691 1.232 -0.488
C 3.806 0.975 0.295
C 5.079 1.503 0.019
C 6.188 1.219 0.793
C 6.068 0.404 1.906
C 4.826 -0.114 2.228
C 3.723 0.146 1.432
O 2.455 -0.356 1.787
C 2.422 -1.557 2.494
C 1.556 -1.632 3.572
C 1.447 -2.816 4.287
C 2.202 -3.920 3.928
C 3.079 -3.831 2.856
C 3.194 -2.654 2.135
H 3.027 4.972 -1.693
H 3.844 4.257 -0.304
H 2.094 4.494 -0.275
H 3.535 2.815 -3.996
H 3.890 1.179 -3.450
H 4.875 2.520 -2.904
H 0.556 3.579 -2.428
H 0.199 1.919 -2.002
H 0.988 2.289 -3.536
H 5.185 2.160 -0.833
H 7.146 1.644 0.525
H 6.926 0.189 2.528
H 4.714 -0.728 3.112
H 0.961 -0.768 3.830
H 0.771 -2.871 5.129
H 2.118 -4.845 4.483
H 3.676 -4.690 2.576
H 3.884 -2.572 1.306
C -1.186 7.738 0.939
C -1.387 6.289 0.598
C -1.517 5.891 -0.733
C -1.743 4.566 -1.058
C -1.852 3.627 -0.042
C -1.722 3.996 1.283
C -1.490 5.327 1.597
S -2.103 1.883 -0.412
O -2.700 1.333 0.842
C -3.533 2.130 -1.518
C -4.561 2.959 -1.025
C -5.690 3.165 -1.753
C -5.866 2.538 -3.006
C -7.068 2.686 -3.735
C -7.252 2.031 -4.919
C -6.241 1.196 -5.427
C -5.068 1.032 -4.744
C -4.839 1.706 -3.519
C -3.642 1.511 -2.753
C -2.646 0.572 -3.351
C -1.909 0.964 -4.509
C -1.871 2.310 -4.942
C -1.131 2.674 -6.032
C -0.421 1.705 -6.767
C -0.450 0.396 -6.377
C -1.165 -0.007 -5.226
C -1.144 -1.346 -4.771
C -1.769 -1.685 -3.612
C -2.522 -0.731 -2.908
S -3.318 -1.293 -1.381
O -2.360 -2.318 -0.865
C -4.630 -2.204 -2.215
C -5.813 -1.549 -2.516
C -6.831 -2.248 -3.147
C -6.680 -3.592 -3.472
C -7.784 -4.367 -4.132
C -5.480 -4.229 -3.153
C -4.458 -3.542 -2.522
H -0.410 8.183 0.317
H -0.913 7.865 1.984
H -2.110 8.292 0.759
H -1.445 6.635 -1.517
H -1.856 4.268 -2.093
H -1.819 3.248 2.056
H -1.386 5.623 2.633
H -4.430 3.424 -0.057
H -6.478 3.802 -1.372
H -7.850 3.313 -3.326
H -8.174 2.148 -5.473
H -6.401 0.667 -6.358
H -4.313 0.365 -5.136
H -2.430 3.054 -4.388
H -1.084 3.710 -6.342
H 0.145 1.998 -7.641
H 0.086 -0.358 -6.942
H -0.599 -2.083 -5.348
H -1.735 -2.690 -3.214
H -5.941 -0.505 -2.256
H -7.757 -1.739 -3.381
H -8.620 -3.726 -4.407
H -8.154 -5.141 -3.458
H -7.420 -4.866 -5.031
H -5.352 -5.276 -3.400
H -3.537 -4.039 -2.245
O -0.891 -0.383 1.995
H -1.270 -1.195 1.621
H -1.568 0.293 1.773
O 1.660 -0.534 -2.674
H 2.568 -0.353 -2.387
H 1.403 0.225 -3.215
N 1.563 -2.288 -0.335
C 1.693 -3.348 -0.785
N 1.814 -4.541 -1.286
C 1.182 -4.874 -2.566
C 2.254 -5.055 -3.637
C 3.255 -6.119 -3.185
C 3.895 -5.702 -1.859
C 2.816 -5.492 -0.799
H 0.492 -4.077 -2.833
H 0.624 -5.805 -2.433
H 2.768 -4.103 -3.792
H 1.779 -5.342 -4.577
H 4.024 -6.250 -3.945
H 2.737 -7.074 -3.059
H 4.450 -4.770 -1.996
H 4.594 -6.464 -1.514
H 3.237 -5.111 0.130
H 2.307 -6.438 -0.591
O 0.628 2.049 1.539
H 1.533 2.371 1.421
H 0.610 1.543 2.363
```

Summary:
Energy   -109557.6144 eV
Strongest force on any atom   0.0263 Eh/bohr
Orbital gap   0.2749 Ha
HOMO energy   -9.46 eV
Net charge   +1

***

# 2
Molecular formula: C36H36N4P2STb
Method: DFT, ωB97M-V/def2-TZVPD

Geometry as XYZ:
```
80
Properties=species:S:1:pos:R:3
Tb 2.387 -20.804 2.618
N 2.067 -23.292 0.204
P 0.808 -22.700 1.143
C -0.505 -23.974 1.136
C -0.600 -24.806 2.206
C -1.631 -25.816 2.262
C -2.461 -26.023 1.181
C -2.366 -25.131 0.111
C -1.429 -24.154 0.041
C 0.185 -21.130 0.387
C 1.147 -20.300 -0.217
C 0.757 -19.000 -0.581
C -0.510 -18.492 -0.250
C -1.393 -19.321 0.447
C -1.055 -20.622 0.735
P 3.570 -22.924 0.908
C 4.807 -22.357 -0.289
C 5.288 -23.268 -1.177
C 6.217 -22.814 -2.150
C 6.426 -21.474 -2.276
C 5.778 -20.516 -1.468
C 4.967 -20.972 -0.451
C 4.174 -24.489 1.586
C 3.304 -25.631 1.760
C 3.812 -26.761 2.336
C 5.162 -26.863 2.775
C 6.005 -25.755 2.594
C 5.480 -24.572 2.023
H 1.830 -23.967 -0.522
H -0.026 -24.628 3.082
H -1.689 -26.439 3.111
H -3.218 -26.791 1.064
H -3.109 -25.116 -0.640
H -1.353 -23.570 -0.854
H 2.175 -20.641 -0.521
H 1.553 -18.448 -0.991
H -0.751 -17.479 -0.410
H -2.359 -18.880 0.706
H -1.763 -21.320 1.215
H 5.081 -24.334 -1.171
H 6.630 -23.502 -2.903
H 7.128 -21.053 -3.054
H 5.929 -19.453 -1.716
H 4.566 -20.239 0.257
H 2.236 -25.624 1.386
H 3.181 -27.635 2.475
H 5.541 -27.739 3.327
H 7.007 -25.797 3.050
H 6.154 -23.697 1.953
N 4.859 -20.342 3.269
C 4.371 -20.755 4.520
C 4.309 -19.891 5.657
C 3.721 -20.368 6.859
C 3.264 -21.701 6.833
C 3.260 -22.474 5.691
C 3.903 -22.045 4.559
H 5.459 -19.526 3.210
H 5.418 -21.105 2.852
H 4.859 -18.921 5.652
H 3.816 -19.787 7.733
H 2.815 -22.130 7.675
H 2.801 -23.448 5.699
H 4.100 -22.652 3.670
C -2.428 -16.516 4.256
C -1.168 -17.174 3.769
C -0.200 -16.621 2.975
C 0.937 -17.354 2.670
N 0.989 -18.641 3.081
C 0.062 -19.213 3.833
S 0.065 -20.838 4.259
N -1.066 -18.476 4.187
C 2.055 -16.718 1.919
H -3.160 -16.791 3.453
H -2.392 -15.471 4.470
H -2.829 -16.970 5.182
H -0.336 -15.607 2.568
H -1.673 -18.845 4.969
H 2.720 -16.201 2.628
H 1.615 -15.949 1.258
H 2.658 -17.472 1.345
```

Summary:
Energy   -95702.5287 eV
Strongest force on any atom   0.0667 Eh/bohr
Energy above the lowest of the compared OMol25 structures with the same formula, charge and spin   0.00 kJ/mol
Orbital gap (alpha / beta)   0.2665 / 0.2714 Ha
2S+1   7
HOMO energy (alpha / beta)   -16.06 / -16.04 eV
Net charge   +3

***

# 3
Molecular formula: C39H40GeNO6PbS
Method: DFT, ωB97M-V/def2-TZVPD

Geometry as XYZ:
```
89
Properties=species:S:1:pos:R:3
Pb -1.378 -1.281 1.497
C -2.098 -4.655 3.609
C -0.872 -3.867 3.227
C -0.318 -2.938 4.109
C 0.841 -2.233 3.793
C 1.443 -1.271 4.784
C 1.437 -2.450 2.552
C 0.902 -3.359 1.640
C 1.580 -3.608 0.320
C -0.255 -4.056 1.990
H -2.822 -4.036 4.140
H -1.821 -5.477 4.271
H -2.586 -5.082 2.734
H -0.796 -2.773 5.071
H 1.931 -1.816 5.595
H 0.680 -0.633 5.234
H 2.199 -0.639 4.316
H 2.335 -1.901 2.282
H 2.314 -4.409 0.426
H 2.109 -2.721 -0.027
H 0.862 -3.906 -0.445
H -0.668 -4.780 1.294
C -3.864 -1.526 -6.043
O -2.895 -1.695 -5.009
C -3.307 -1.634 -3.731
C -4.654 -1.446 -3.357
C -4.953 -1.414 -2.023
C -3.986 -1.550 -1.004
C -4.435 -1.516 0.366
C -5.907 -1.429 0.689
O -3.675 -1.554 1.360
C -2.623 -1.734 -1.404
O -1.615 -1.873 -0.576
C -2.326 -1.779 -2.769
H -3.312 -1.561 -6.975
H -4.366 -0.562 -5.952
H -4.598 -2.332 -6.024
H -5.437 -1.343 -4.090
H -5.989 -1.278 -1.746
H -6.310 -0.472 0.353
H -6.025 -1.504 1.765
H -6.475 -2.222 0.203
H -1.298 -1.935 -3.069
O -1.337 2.997 0.630
C -1.753 1.934 -0.041
O -2.378 1.035 0.521
C -1.293 1.818 -1.460
C 0.027 1.007 -1.432
Ge 1.648 1.774 -0.624
C 1.713 2.545 1.178
C 1.111 1.970 2.461
C 0.825 3.048 3.497
C 1.793 4.170 3.572
C 2.568 4.430 2.526
C 2.426 3.673 1.272
C 2.968 0.343 -0.712
C 3.096 -0.449 -1.859
C 4.080 -1.427 -1.949
C 4.944 -1.642 -0.882
C 4.827 -0.873 0.268
C 3.851 0.115 0.346
C 2.117 3.233 -1.812
C 3.187 3.118 -2.700
C 3.465 4.135 -3.608
C 2.674 5.274 -3.638
C 1.608 5.403 -2.756
C 1.332 4.389 -1.850
H -1.151 2.796 -1.917
H -2.051 1.254 -2.004
H 0.364 0.869 -2.462
H -0.182 0.008 -1.049
H 1.790 1.217 2.865
H 0.656 2.605 4.477
H 1.820 4.762 4.478
H 3.279 5.245 2.560
H 2.905 4.085 0.391
H 2.435 -0.296 -2.705
H 4.172 -2.022 -2.849
H 5.711 -2.403 -0.950
H 5.507 -1.031 1.096
H 3.795 0.733 1.237
H 3.820 2.237 -2.680
H 4.302 4.038 -4.287
H 2.891 6.065 -4.344
H 0.996 6.296 -2.772
H 0.508 4.511 -1.152
O -0.528 3.575 3.076
S -1.297 2.378 2.390
N -0.210 1.309 2.277
```

Summary:
Energy   -127460.4123 eV
Strongest force on any atom   0.0098 Eh/bohr
Energy above the lowest of the compared OMol25 structures with the same formula, charge and spin   0.00 kJ/mol
Orbital gap   0.3103 Ha
HOMO energy   -10.75 eV
Net charge   +1

***

# 4
Molecular formula: C31H41BN4O9P3
Method: DFT, ωB97M-V/def2-TZVPD

Geometry as XYZ:
```
89
Properties=species:S:1:pos:R:3
C 2.607 -5.092 2.959
C 3.360 -3.858 2.443
P 2.230 -2.715 1.528
C 3.462 -1.470 0.939
B 1.598 -3.587 -0.157
P 2.081 -5.434 -0.387
O 2.133 -5.979 -1.780
P -0.339 -3.355 -0.423
C -1.176 -4.421 0.872
C -1.730 -3.759 2.143
C -0.704 -1.634 0.117
C -0.348 -0.635 -0.981
H 1.556 -5.077 2.660
H 3.031 -6.019 2.574
H 2.642 -5.157 4.047
H 3.747 -3.280 3.285
H 4.235 -4.142 1.854
H 3.519 -0.605 1.598
H 3.165 -1.135 -0.053
H 4.454 -1.917 0.840
H 2.149 -3.062 -1.100
H 3.320 -5.618 0.272
H 1.284 -6.270 0.432
H -1.974 -4.954 0.356
H -0.452 -5.176 1.180
H -1.013 -3.819 2.962
H -2.635 -4.266 2.486
H -1.988 -2.713 1.999
H -0.168 -1.359 1.031
H -1.772 -1.570 0.333
H -0.611 0.381 -0.680
H 0.722 -0.648 -1.196
H -0.862 -0.886 -1.911
C 0.333 6.008 0.584
C 1.717 6.050 0.482
C 2.441 4.876 0.342
C 1.748 3.683 0.306
C 0.371 3.612 0.403
C -0.338 4.794 0.545
N 2.511 2.422 0.165
O 3.721 2.498 0.110
O 1.873 1.391 0.137
H -0.227 6.928 0.690
H 2.238 6.997 0.513
H 3.518 4.874 0.266
H -0.125 2.653 0.364
H -1.415 4.760 0.628
C 0.284 -0.397 3.993
C 0.073 0.899 3.537
C -0.520 1.847 4.354
C -0.894 1.467 5.630
C -0.704 0.185 6.112
C -0.110 -0.749 5.277
N -1.517 2.469 6.513
O -1.699 3.587 6.068
O -1.818 2.129 7.641
H 0.753 -1.125 3.333
H 0.373 1.161 2.533
H -0.694 2.860 4.020
H -1.017 -0.065 7.114
H 0.048 -1.760 5.630
C -5.503 9.154 -1.180
C -4.117 9.165 -1.260
C -3.418 7.977 -1.401
C -4.137 6.799 -1.460
C -5.515 6.758 -1.382
C -6.199 7.954 -1.239
N -3.399 5.526 -1.618
O -2.186 5.584 -1.653
O -4.048 4.506 -1.695
H -6.044 10.085 -1.072
H -3.576 10.101 -1.214
H -2.341 7.953 -1.467
H -6.028 5.809 -1.431
H -7.279 7.947 -1.175
C 0.893 -3.770 -4.895
C 1.476 -4.994 -4.590
C 1.735 -5.896 -5.612
C 1.410 -5.544 -6.910
C 0.829 -4.330 -7.233
C 0.570 -3.439 -6.205
N 1.694 -6.493 -8.001
O 2.185 -7.567 -7.714
O 1.424 -6.154 -9.139
H 0.686 -3.075 -4.090
H 1.719 -5.242 -3.560
H 2.182 -6.856 -5.404
H 0.590 -4.102 -8.261
H 0.112 -2.484 -6.431
```

Summary:
Energy   -85734.3629 eV
Strongest force on any atom   0.0144 Eh/bohr
Orbital gap   0.1735 Ha
HOMO energy   -4.25 eV
Net charge   -1

***

# 5
Molecular formula: C2H6O
Method: DFT, ωB97M-V/def2-TZVPD

Geometry as XYZ:
```
9
Properties=species:S:1:pos:R:3
C 0.526 -0.511 1.247
H 1.035 -1.580 1.561
H 1.062 0.210 1.819
H -0.535 -0.580 1.353
H 0.941 -0.192 0.255
O 0.495 0.828 -1.868
C -0.693 0.685 -1.545
H -1.407 1.175 -0.760
H -1.426 -0.035 -2.062
```

Summary:
Energy   -4216.8586 eV
Strongest force on any atom   0.0835 Eh/bohr
Energy above the lowest of the compared OMol25 structures with the same formula, charge and spin   155.22 kJ/mol
Orbital gap   0.3969 Ha
HOMO energy   -10.33 eV
SMILES string   C=O.C

***

# 6
Molecular formula: C47H36Cl3N4O2PPt
Method: DFT, ωB97M-V/def2-TZVPD

Geometry as XYZ:
```
94
Properties=species:S:1:pos:R:3
Pt -0.323 -0.029 0.013
Cl 0.277 -2.983 -6.709
C 0.232 -2.021 -5.319
C -0.032 -2.635 -4.076
C -0.076 -1.876 -2.949
Cl -0.387 -2.637 -1.435
C 0.138 -0.443 -2.994
O 0.097 0.334 -2.005
C 0.421 0.127 -4.302
Cl 0.695 1.804 -4.382
C 0.462 -0.643 -5.427
H -0.197 -3.702 -4.032
H 0.666 -0.200 -6.392
C 1.591 3.702 -0.601
C 1.238 4.143 0.794
C 1.970 5.140 1.425
C 1.647 5.577 2.702
C 0.581 5.012 3.388
C -0.164 4.014 2.788
C 0.148 3.587 1.490
P -0.763 2.265 0.730
C -1.837 -0.890 2.566
C -1.302 0.557 4.666
C -0.212 -0.436 5.074
C -0.725 -2.500 4.431
C -1.653 -3.078 3.410
C -2.248 -2.311 2.497
C -3.222 -2.782 1.460
C -2.494 2.203 1.042
C -3.255 3.101 1.796
C -4.569 2.790 2.107
C -5.124 1.594 1.663
C -4.389 0.731 0.855
C -3.087 1.039 0.500
C -2.308 0.280 -0.519
H 2.503 4.190 -0.939
H 0.795 3.947 -1.307
H 1.749 2.621 -0.652
H 2.804 5.591 0.901
H 2.232 6.361 3.164
H 0.336 5.344 4.388
H -0.979 3.551 3.330
H -1.261 1.616 4.878
H 0.500 -0.064 5.803
H -0.211 -3.296 4.964
H -1.855 -4.144 3.450
H -3.361 -3.860 1.514
H -2.882 -2.522 0.453
H -4.192 -2.302 1.604
H -2.824 4.031 2.143
H -5.159 3.475 2.700
H -6.146 1.347 1.919
H -4.855 -0.162 0.455
H -2.209 0.941 -1.387
H -2.796 -0.632 -0.864
C 7.136 -5.185 10.301
O 5.818 -4.649 10.345
C 5.284 -4.176 9.209
C 3.972 -3.696 9.304
C 3.338 -3.189 8.196
C 3.994 -3.142 6.960
C 5.294 -3.625 6.873
C 5.945 -4.139 7.983
C 3.292 -2.596 5.807
N 1.985 -2.370 5.744
C 1.759 -1.870 4.507
C 2.922 -1.774 3.793
N 3.903 -2.245 4.643
C 2.990 -1.270 2.461
C 4.140 -1.166 1.663
C 4.037 -0.692 0.376
C 2.788 -0.333 -0.125
N 1.696 -0.427 0.621
C 1.775 -0.866 1.890
C 0.498 -0.962 2.609
N -0.571 -0.657 1.943
C -2.256 -0.003 3.655
C -2.375 -0.476 5.073
C -1.276 -1.472 5.467
C 0.422 -1.437 4.021
H 7.347 -5.538 11.305
H 7.860 -4.416 10.025
H 7.194 -6.021 9.602
H 3.479 -3.736 10.266
H 2.324 -2.820 8.269
H 5.823 -3.635 5.927
H 6.953 -4.512 7.883
H 4.893 -2.281 4.478
H 5.104 -1.460 2.055
H 4.909 -0.604 -0.255
H 2.662 0.040 -1.133
H -3.046 0.699 3.398
H -3.286 -0.309 5.629
H -1.337 -1.826 6.491
```

Summary:
Energy   -109463.7549 eV
Strongest force on any atom   0.0052 Eh/bohr
Energy above the lowest of the compared OMol25 structures with the same formula, charge and spin   378.55 kJ/mol
Orbital gap (alpha / beta)   0.2129 / 0.1336 Ha
2S+1   5
HOMO energy (alpha / beta)   -11.64 / -11.66 eV
Net charge   +2